1.
C3H6N3S | wB97M-V/def2-TZVPD

Last column: Mulliken charge in e.
Cartesian coordinates (Å):
S (-4.04582, 0.21359, 0.26639)  -0.0754
N (-1.87006, -1.13782, -0.64522)  -0.2058
N (-0.27312, 0.08686, 0.05247)  0.0332
N (-2.49206, 0.07523, -0.01033)  0.0215
C (1.07176, 0.52019, 0.22142)  -0.7708
C (-0.52541, -1.06012, -0.56819)  -0.0745
C (-1.41117, 0.76719, 0.32819)  -0.1205
H (0.23196, -1.78574, -0.67531)  0.4325
H (1.70304, 0.71868, -0.79314)  0.3134
H (-2.61039, -1.94503, -0.77159)  0.3459
H (-1.35991, 1.54712, 0.96346)  0.4506
H (1.54398, -0.23866, 0.75866)  0.3510
H (1.23070, 1.56491, 0.66916)  0.2989

SMILES	C[n+]1c[nH][n+]([S-])c1
total charge	+1
LUMO energy (spin up / spin down)	-4.90 / -4.90	eV
highest occupied orbital energy (spin up / spin down)	-12.52 / -12.52	eV



2.
C3H6N4 | wB97M-V/def2-TZVPD

Last column: Mulliken charge in e.
Cartesian coordinates (Å):
N (-1.38301, -0.89531, 0.93872)  -0.6389
N (-0.13217, 0.39576, -0.34249)  0.7636
N (0.97751, -1.39137, 0.74654)  -0.5004
N (-1.32850, 0.89529, -0.48981)  -0.9824
C (0.97187, 1.03359, -1.01360)  -0.7894
C (-0.13352, -0.66417, 0.51614)  0.4506
C (-2.06894, 0.08851, 0.25523)  -0.1057
H (1.52176, 1.62934, -0.26686)  0.2924
H (-3.15820, 0.24149, 0.39082)  0.3844
H (1.72933, -0.92994, 1.28842)  0.2380
H (0.57126, 1.62224, -1.81346)  0.2895
H (1.66909, 0.24644, -1.40512)  0.3227
H (0.76350, -2.27187, 1.19546)  0.2756

SMILES	Cn1ncnc1N
LUMO energy	0.79	eV
highest occupied orbital energy	-8.79	eV



3.
C3H6N4 | wB97M-V/def2-TZVPD

Last column: Mulliken charge in e.
Cartesian coordinates (Å):
N (-3.14833, -0.88404, -0.23010)  -0.6068
N (0.64868, -0.09445, -0.22851)  -0.2668
N (-1.56562, 0.84505, 0.06660)  -0.5861
N (2.79338, -0.89780, -0.00489)  -0.5942
C (-2.04063, -0.48236, 0.29253)  -0.0131
C (-0.28660, 0.92343, -0.01040)  0.1454
C (2.03395, 0.11090, -0.06197)  0.0715
H (0.11041, 1.93477, -0.00226)  0.3201
H (-1.43863, -1.01520, 1.01042)  0.4400
H (3.73077, -0.48464, 0.06496)  0.2723
H (2.37709, 1.18807, -0.05411)  0.2331
H (-3.53925, -0.09633, -0.76345)  0.2905
H (0.32477, -1.04741, -0.07881)  0.2940

SMILES	[H]/N=C\N=C/N/C=N/[H]
LUMO energy	0.65	eV
highest occupied orbital energy	-9.55	eV



4.
C3H6N4 | wB97M-V/def2-TZVPD

Last column: Mulliken charge in e.
Cartesian coordinates (Å):
N (0.85202, 0.68947, -0.05932)  -0.6334
N (-0.62731, -0.11514, 1.71316)  -0.4799
N (0.14136, 0.73967, 2.59744)  -0.4159
N (-0.04697, -0.38079, -1.80604)  -0.2131
C (-0.69515, -1.03723, -0.62845)  -0.1109
C (-0.20417, -0.13449, 0.46002)  0.4276
C (0.83353, 0.53247, -1.36850)  -0.1951
H (-0.47787, 1.24128, 3.25235)  0.2426
H (0.73557, 1.31910, 1.98174)  0.3106
H (-0.37052, -2.11831, -0.64733)  0.2254
H (1.52412, 1.03924, -2.03038)  0.3922
H (-1.75243, -0.95802, -0.77796)  0.2252
H (0.08783, -0.81725, -2.68674)  0.2246

SMILES	N/N=C1/CNC=N1
LUMO energy	0.75	eV
highest occupied orbital energy	-7.85	eV



5.
C3H6N4 | wB97M-V/def2-TZVPD

Last column: Mulliken charge in e.
Cartesian coordinates (Å):
N (1.90896, -0.16750, -0.53645)  -0.3990
N (0.45860, 0.93512, 0.81388)  -0.4564
N (-0.93815, -0.90973, 0.18546)  -0.3832
N (-1.13706, 1.02282, -1.05035)  -0.6745
C (-2.13872, -1.08386, 0.52073)  -0.2301
C (-0.48965, 0.36779, -0.18079)  0.6464
C (1.63404, 0.51350, 0.63930)  -0.0160
H (-0.73227, 1.92416, -1.28401)  0.2289
H (1.38106, -0.96243, -0.87306)  0.2089
H (2.47961, 0.97040, 1.14435)  0.3473
H (2.87290, -0.26730, -0.81914)  0.2244
H (-2.85470, -0.26284, 0.62831)  0.2518
H (-2.44462, -2.08012, 0.81178)  0.2514

SMILES	[H]/N=C(N=C)\N=C/N
LUMO energy	0.93	eV
highest occupied orbital energy	-9.52	eV



6.
C3H6N4 | wB97M-V/def2-TZVPD

Last column: Mulliken charge in e.
Cartesian coordinates (Å):
N (0.77562, 2.15193, 0.67583)  -0.6655
N (0.46677, 0.97908, 0.45299)  0.6236
N (-0.96615, 0.83926, -0.76395)  -0.4852
N (1.02672, -0.16299, 0.65031)  -0.3726
C (-1.11139, -0.40623, -1.07504)  0.3724
C (-2.14501, -0.84816, -1.86009)  -0.7592
C (1.70985, -0.45510, 1.69654)  -0.4266
H (1.82419, 0.21712, 2.54458)  0.3052
H (-0.35592, -1.13054, -0.75529)  0.2925
H (1.68818, 2.27508, 1.12437)  0.2451
H (2.14166, -1.43883, 1.74580)  0.2574
H (-2.14242, -1.84959, -2.24668)  0.3009
H (-2.91210, -0.17102, -2.18937)  0.3120

LUMO energy (spin up / spin down)	0.52 / -1.07	eV
highest occupied orbital energy (spin up / spin down)	-7.00 / -9.92	eV
multiplicity	3
<S²>	2.09



7.
C3H6N4O | wB97M-V/def2-TZVPD

Last column: Mulliken charge in e.
Cartesian coordinates (Å):
O (1.16288, 0.04365, 1.16808)  -0.2139
N (-0.22109, -0.03985, -0.51538)  1.3037
N (1.05201, -0.11997, -0.19936)  -0.7017
N (-0.21002, 0.47945, 2.97000)  -0.4410
N (-0.61549, -0.08763, -1.73289)  -1.0011
C (-0.95276, 0.22665, 0.63112)  -0.3113
C (-0.06977, 0.24087, 1.64595)  0.3557
C (0.44161, -0.49845, -2.65513)  -0.5789
H (-2.03654, 0.29325, 0.73041)  0.3398
H (0.26396, 1.18009, 3.47218)  0.2191
H (0.82806, 0.34555, -3.32790)  0.2262
H (1.39664, -0.90582, -2.12607)  0.2864
H (0.02276, -1.09082, -3.39435)  0.2802
H (-1.06224, -0.06698, 3.33334)  0.2370

LUMO energy (spin up / spin down)	0.61 / 0.61	eV
highest occupied orbital energy (spin up / spin down)	-7.81 / -7.81	eV



8.
C3H6N4O | wB97M-V/def2-TZVPD

Last column: Mulliken charge in e.
Cartesian coordinates (Å):
O (0.49085, -0.69216, 2.75320)  -0.4370
N (0.87431, -0.47446, -0.73882)  -0.5818
N (-0.69732, 0.48755, 0.72633)  0.1106
N (1.22519, -0.56654, 1.56526)  -0.2045
N (-1.15770, 1.37841, -0.22844)  -0.7144
C (-0.84086, 1.11434, -1.43076)  -0.0997
C (0.42546, -0.21925, 0.43574)  0.4561
C (-0.01116, -0.12482, -1.80213)  -0.3332
H (-0.77658, 0.85533, 1.63847)  0.3091
H (-0.13801, -1.44588, 2.67030)  0.3374
H (-1.13023, 1.88757, -2.15389)  0.3843
H (0.53141, 0.10443, -2.73802)  0.2590
H (1.84297, -1.32762, 1.36317)  0.2945
H (-0.63832, -0.97689, -2.06040)  0.2196

SMILES	ONC1=NCC=NN1
LUMO energy	0.66	eV
highest occupied orbital energy	-8.90	eV



9.
C3H6N4O | wB97M-V/def2-TZVPD

Last column: Mulliken charge in e.
Cartesian coordinates (Å):
O (-0.62896, -1.49292, 0.00833)  -0.4047
N (-2.45673, -0.09392, -0.00778)  -0.7085
N (-0.05497, 0.60250, -0.04334)  0.5528
N (-0.11277, 1.96790, 0.04274)  -1.0358
N (2.37608, 0.32577, -0.08629)  -0.5283
C (0.73841, -1.49948, 0.05776)  -0.4789
C (-1.14931, -0.23352, -0.01135)  0.5512
C (1.10985, -0.22553, -0.07622)  0.4146
H (-2.71123, 0.93297, 0.05984)  0.1869
H (2.42518, 1.29467, 0.10760)  0.2539
H (-0.74936, 2.17506, 0.82291)  0.2662
H (-0.69875, 2.25746, -0.72264)  0.2708
H (1.29067, -2.40971, -0.00861)  0.4217
H (3.02020, -0.17158, 0.51582)  0.2380

SMILES	[H]/N=c1/occ(N)n1N
LUMO energy	0.66	eV
highest occupied orbital energy	-7.64	eV



10.
C3H6N4O | wB97M-V/def2-TZVPD

Last column: Mulliken charge in e.
Cartesian coordinates (Å):
O (4.12428, -0.36816, -0.69225)  -0.5011
N (2.03050, -0.99317, -0.41682)  0.5189
N (3.15241, -0.74651, -0.11926)  0.1591
N (0.93876, -1.45051, -0.20925)  -0.5725
N (-0.08902, -0.48492, 0.09508)  0.4265
C (-0.72698, 1.90252, 0.36782)  -0.8860
C (-1.38132, -1.10384, -0.10320)  -0.9572
C (0.23851, 0.79848, 0.11110)  -0.1024
H (-1.60629, -1.92906, 0.64974)  0.2981
H (-1.36371, 2.02457, -0.61810)  0.2839
H (-2.05768, -0.45257, 0.24660)  0.4115
H (-1.46384, 1.60593, 1.04185)  0.3379
H (-0.08982, 2.66373, 0.70320)  0.2815
H (-1.70583, -1.46651, -1.05650)  0.3017

LUMO energy	-0.26	eV
highest occupied orbital energy	-8.42	eV



11.
C3H6N4O | wB97M-V/def2-TZVPD

Last column: Mulliken charge in e.
Cartesian coordinates (Å):
O (-2.36834, 1.37352, 0.74073)  -0.6128
N (-0.10478, 2.10052, -0.25596)  -0.3905
N (0.22784, -1.90492, 0.17915)  -0.4490
N (-2.36470, -0.41139, -0.63955)  -0.4254
N (-0.66919, 1.12450, -0.80862)  -0.0870
C (2.55508, -0.69875, 0.30920)  -0.8253
C (-1.84213, 0.75567, -0.18093)  0.6821
C (1.25799, -1.37095, 0.24316)  0.4088
H (-0.63713, 2.47332, 0.55344)  0.2851
H (3.35336, -1.42212, 0.50063)  0.3272
H (-1.69941, -1.03930, -1.07539)  0.3163
H (-3.05860, -0.83639, -0.04251)  0.2376
H (2.77741, -0.19001, -0.63352)  0.2686
H (2.57258, 0.04630, 1.11019)  0.2642

SMILES	[H]/N=N\C(N)=O.CC#N
LUMO energy	-0.54	eV
highest occupied orbital energy	-10.08	eV



12.
C3H6N4O | wB97M-V/def2-TZVPD

Last column: Mulliken charge in e.
Cartesian coordinates (Å):
O (0.89783, 1.20696, 0.05877)  -0.4097
N (1.86934, -0.78034, -0.93340)  -0.6339
N (-1.11710, -0.57087, -0.19526)  -0.0778
N (1.05835, -0.80294, 1.32774)  -0.5898
N (-1.40369, 0.89599, -0.12115)  -0.4614
C (-2.30670, -1.16649, -0.09112)  -0.3999
C (-0.33004, 1.65784, -0.06302)  0.0440
C (1.24996, -0.27441, 0.21852)  0.7101
H (-0.48055, 2.74270, 0.01073)  0.3728
H (-1.97982, -2.25449, -0.11916)  0.2627
H (-3.81243, -0.41293, -0.20897)  0.2765
H (1.73572, -1.83667, -1.01655)  0.2651
H (0.72719, -0.22684, 2.11804)  0.2825
H (2.09964, -0.16197, -2.18615)  0.3589

LUMO energy	-0.01	eV
highest occupied orbital energy	-9.08	eV